Record 1
{
  "formula": "C27H27CrN6O6S",
  "method": "the ωB97M-V functional and the def2-TZVPD basis",
  "elements": ["Cr", "C", "N", "C", "C", "C", "C", "C", "C", "N", "C", "C", "C", "C", "C", "C", "N", "C", "C", "C", "C", "C", "N", "H", "H", "H", "H", "H", "H", "H", "H", "H", "H", "H", "H", "H", "H", "H", "H", "H", "H", "C", "C", "C", "C", "C", "C", "C", "S", "O", "O", "N", "C", "C", "O", "O", "H", "H", "H", "H", "H", "H", "H", "H", "H", "O", "N", "O"],
  "xyz": [[12.97, 9.83, 12.37], [14.42, 11.59, 9.77], [14.72, 10.84, 10.98], [15.43, 11.72, 12.00], [15.57, 11.00, 13.30], [16.68, 11.26, 14.13], [16.73, 10.70, 15.41], [15.67, 9.94, 15.84], [14.68, 9.61, 14.95], [14.56, 10.20, 13.74], [15.63, 9.77, 10.55], [15.16, 8.41, 10.78], [15.84, 7.36, 10.21], [15.48, 6.04, 10.41], [14.42, 5.80, 11.23], [13.74, 6.86, 11.80], [14.09, 8.17, 11.55], [13.36, 12.64, 9.90], [12.76, 13.08, 8.70], [11.88, 14.15, 8.77], [11.48, 14.70, 10.00], [12.11, 14.15, 11.09], [13.08, 13.28, 11.05], [14.08, 10.92, 8.96], [15.32, 12.03, 9.36], [14.89, 12.66, 12.14], [16.43, 11.98, 11.59], [17.46, 11.95, 13.75], [17.66, 10.83, 15.99], [15.62, 9.59, 16.88], [13.91, 8.87, 15.17], [16.61, 9.95, 11.06], [15.83, 9.80, 9.46], [16.78, 7.63, 9.71], [16.04, 5.26, 9.84], [14.08, 4.85, 11.51], [12.93, 6.70, 12.52], [12.94, 12.55, 7.76], [11.46, 14.50, 7.81], [10.71, 15.46, 10.06], [11.87, 14.48, 12.11], [6.59, 6.87, 6.93], [7.52, 7.66, 7.74], [8.86, 7.61, 7.41], [9.83, 8.32, 8.11], [9.42, 9.11, 9.19], [8.10, 9.14, 9.59], [7.17, 8.46, 8.84], [10.63, 10.12, 10.11], [11.74, 10.27, 9.18], [9.94, 11.35, 10.50], [11.18, 9.41, 11.45], [10.15, 8.97, 12.40], [10.88, 8.58, 13.75], [10.21, 8.23, 14.71], [12.20, 8.74, 13.81], [7.11, 6.17, 6.25], [5.94, 7.44, 6.25], [5.94, 6.22, 7.56], [9.17, 7.07, 6.52], [10.88, 8.25, 7.86], [7.77, 9.74, 10.42], [6.09, 8.58, 9.11], [9.70, 8.04, 11.98], [9.40, 9.74, 12.49], [12.35, 13.07, 14.47], [12.58, 11.96, 14.04], [11.90, 11.63, 12.98]],
  "nbo_charge": [1.5284, -0.2501, -0.4539, -0.2725, 0.2157, -0.2377, -0.1341, -0.2480, 0.0882, -0.4917, -0.2567, 0.2177, -0.2344, -0.1250, -0.2592, 0.0871, -0.4859, 0.2079, -0.2365, -0.1530, -0.2552, 0.0760, -0.4599, 0.2429, 0.1913, 0.3002, 0.1971, 0.2271, 0.2292, 0.2381, 0.2540, 0.2270, 0.2344, 0.2205, 0.2355, 0.2336, 0.2406, 0.2168, 0.2114, 0.2274, 0.2134, -0.6337, -0.0213, -0.2045, -0.2081, -0.2226, -0.2052, -0.2059, 2.2720, -0.9957, -0.9470, -1.0089, -0.3445, 0.7873, -0.6067, -0.7958, 0.2169, 0.2268, 0.2246, 0.2060, 0.2369, 0.2413, 0.2142, 0.2072, 0.2316, -0.4090, 0.3016, -0.5651],
  "e_homo_ev": [-7.886, -7.905],
  "total_energy_ev": -88918.12170,
  "lumo_ev": [-0.2997, -0.5524],
  "charge": 0,
  "multiplicity": 4,
  "e_above_lowest_kcal_mol": 0.0,
  "mol_weight_g_mol": 615.612,
  "gap_ev": [7.587, 7.352]
}

---

Record 2
{
  "formula": "C6H12N3O",
  "method": "the ωB97M-V functional and the def2-TZVPD basis",
  "elements": ["C", "C", "C", "C", "C", "C", "N", "N", "N", "O", "H", "H", "H", "H", "H", "H", "H", "H", "H", "H", "H", "H"],
  "xyz": [[-0.15, 0.79, -2.19], [-0.22, 0.92, 1.69], [1.16, 1.08, 1.04], [-0.63, -0.61, 1.78], [1.23, 0.54, -0.34], [0.65, -0.84, -0.35], [0.35, 1.40, -1.19], [-0.12, -0.60, -2.29], [-0.65, -1.03, 0.35], [-1.36, -1.20, -2.41], [-0.68, 1.35, -2.97], [-0.10, 1.45, 2.61], [-1.04, 1.33, 1.11], [1.28, 2.19, 0.88], [1.94, 0.59, 1.72], [-0.01, -1.39, 2.34], [-1.48, -0.80, 2.38], [2.23, 0.56, -0.77], [1.21, -1.78, -0.41], [-1.07, -2.03, 0.26], [-1.24, -0.27, -0.05], [-1.29, -1.65, -3.20]],
  "nbo_charge": [0.2204, -0.4192, -0.4136, -0.2538, -0.1800, 0.1444, -0.4375, -0.1578, -0.5777, -0.5576, 0.2357, 0.2639, 0.2146, 0.2656, 0.2330, 0.2281, 0.2540, 0.2627, 0.2483, 0.4778, 0.4555, 0.4933],
  "e_homo_ev": [-13.215, -13.214],
  "total_energy_ev": -12923.02798,
  "lumo_ev": [-4.2358, -4.2360],
  "charge": 1,
  "e_above_lowest_kcal_mol": 149.6,
  "mol_weight_g_mol": 142.182,
  "gap_ev": [8.980, 8.979]
}

---

Record 3
{
  "formula": "C37H50F5N6O7PS2",
  "method": "the ωB97M-V functional and the def2-TZVPD basis",
  "elements": ["C", "C", "C", "N", "C", "C", "C", "C", "C", "C", "C", "O", "C", "C", "O", "C", "P", "O", "O", "S", "C", "C", "S", "O", "O", "C", "F", "F", "C", "F", "F", "F", "C", "C", "C", "O", "C", "N", "H", "H", "H", "H", "H", "H", "H", "H", "H", "H", "H", "H", "H", "H", "H", "H", "H", "H", "H", "H", "H", "H", "C", "C", "C", "C", "N", "H", "H", "H", "H", "H", "H", "H", "C", "C", "C", "C", "N", "H", "H", "H", "H", "H", "H", "H", "C", "C", "C", "C", "N", "H", "H", "H", "H", "H", "H", "H", "C", "C", "C", "C", "N", "H", "H", "H", "H", "H", "H", "H"],
  "xyz": [[4.88, -3.36, 2.02], [5.42, -2.23, 0.91], [6.10, -0.92, 1.63], [5.17, 0.28, 1.76], [3.73, -0.16, 2.09], [2.67, -0.08, 0.82], [1.05, -0.48, 0.97], [0.58, -0.95, 2.46], [1.64, -1.05, 3.75], [1.10, -1.58, 5.25], [0.03, -0.50, 5.94], [-1.25, -1.21, 6.09], [-2.39, -0.30, 6.23], [-3.72, -0.86, 7.07], [-2.51, 0.92, 5.71], [3.25, -0.63, 3.62], [4.49, -0.65, 5.07], [5.96, 0.22, 4.73], [4.78, -2.25, 5.69], [-1.21, -1.39, 2.78], [-1.96, -1.52, 1.06], [-3.47, -2.19, 0.94], [-4.47, -2.84, 2.39], [-5.11, -1.59, 3.09], [-3.64, -3.57, 3.48], [-5.89, -3.97, 1.92], [-7.08, -3.08, 1.69], [-5.59, -4.85, 0.73], [-6.31, -5.05, 3.14], [-7.60, -5.73, 2.77], [-6.49, -4.38, 4.45], [-5.27, -6.11, 3.13], [-4.18, -2.30, -0.56], [-3.38, -1.79, -1.91], [-1.89, -1.14, -1.71], [-1.18, -0.64, -2.92], [-1.12, -0.97, -0.23], [0.22, -0.30, -0.27], [5.62, -3.47, 2.94], [4.80, -4.37, 1.42], [3.79, -3.08, 2.41], [4.61, -1.98, 0.10], [6.31, -2.78, 0.33], [7.01, -0.55, 0.95], [6.59, -1.24, 2.66], [5.19, 0.80, 0.84], [3.08, 0.28, -0.24], [0.56, -2.62, 5.02], [2.00, -1.80, 5.98], [0.00, 0.42, 5.21], [0.37, -0.16, 7.02], [-4.71, -0.52, 6.50], [-3.68, -0.41, 8.16], [-3.66, -2.03, 7.03], [5.76, 1.23, 4.68], [4.96, -2.14, 6.69], [-5.26, -2.73, -0.68], [-3.89, -1.85, -2.99], [-1.33, 0.36, -2.94], [0.20, 0.67, -0.64], [1.22, 0.93, -5.61], [1.05, 2.38, -5.17], [2.07, 2.80, -4.10], [1.90, 1.93, -2.86], [1.76, 1.21, -1.84], [1.06, 0.23, -4.78], [0.49, 0.69, -6.39], [2.23, 0.76, -6.01], [0.03, 2.52, -4.78], [1.16, 3.03, -6.04], [1.92, 3.85, -3.83], [3.09, 2.69, -4.48], [-4.91, -3.65, -6.59], [-3.68, -4.51, -6.34], [-2.70, -3.88, -5.35], [-2.21, -2.55, -5.88], [-1.81, -1.44, -6.33], [-4.65, -2.68, -7.03], [-5.60, -4.15, -7.28], [-5.45, -3.46, -5.65], [-3.17, -4.69, -7.30], [-4.00, -5.49, -5.96], [-1.84, -4.55, -5.20], [-3.19, -3.73, -4.38], [5.17, 7.52, -3.56], [3.70, 7.59, -3.16], [2.97, 6.25, -3.34], [3.02, 5.84, -4.80], [3.05, 5.49, -6.01], [5.29, 7.28, -4.62], [5.66, 8.48, -3.39], [5.70, 6.76, -2.98], [3.21, 8.36, -3.75], [3.64, 7.89, -2.11], [1.93, 6.35, -3.02], [3.44, 5.47, -2.73], [-0.83, 3.54, 1.43], [-2.30, 3.61, 1.83], [-3.03, 2.28, 1.65], [-2.98, 1.86, 0.19], [-2.95, 1.52, -1.02], [-0.71, 3.31, 0.36], [-0.34, 4.51, 1.60], [-0.30, 2.78, 2.01], [-2.79, 4.39, 1.24], [-2.36, 3.91, 2.88], [-4.07, 2.37, 1.97], [-2.56, 1.50, 2.26]],
  "lowdin_charge": [-0.1329, -0.2349, -0.2423, -0.0854, -0.1580, 0.0354, -0.1276, -0.3282, -0.1153, -0.1376, -0.1746, -0.1330, -0.2960, -0.0132, -0.0507, -0.2320, 0.8640, -0.3784, -0.3665, 0.8916, -0.3234, -0.2149, 0.8276, -0.3673, -0.3666, -0.2195, -0.0084, -0.0118, -0.1581, 0.0254, 0.0536, 0.0439, -0.0116, 0.0096, -0.1189, -0.1021, -0.0925, -0.0129, 0.0771, 0.0706, 0.0684, 0.0999, 0.1065, 0.1252, 0.1091, 0.1085, 0.0652, 0.1318, 0.0983, 0.1306, 0.1451, 0.1071, 0.0981, 0.0875, 0.0883, 0.0766, 0.0927, 0.1071, 0.1008, 0.0715, -0.1082, -0.2637, -0.1941, -0.0731, 0.1341, 0.0626, 0.0676, 0.0798, 0.1122, 0.1055, 0.0707, 0.1221, -0.1158, -0.2756, -0.1921, -0.1599, 0.1154, 0.0701, 0.0733, 0.0751, 0.1128, 0.1097, 0.1160, 0.0942, -0.1135, -0.2735, -0.2025, -0.1771, 0.1291, 0.0712, 0.0752, 0.0786, 0.1145, 0.1111, 0.1174, 0.1159, -0.1118, -0.2659, -0.1709, -0.1284, 0.1345, 0.0603, 0.0721, 0.0762, 0.1113, 0.1132, 0.1212, 0.1009],
  "e_homo_ev": -7.307,
  "smiles": "CCCNc1cc2c(c(CCOC(C)=O)c1P(O)O)Sc1c(S(=O)(=O)C(F)(F)C(F)(F)F)ccc(O)c1N2.CCCC#N.CCCC#N.CCCC#N.CCCC#N",
  "total_energy_ev": -106971.27628,
  "lumo_ev": -0.9631,
  "charge": 0,
  "e_above_lowest_kcal_mol": 635.9,
  "mol_weight_g_mol": 880.940,
  "gap_ev": 6.344
}

---

Record 4
{
  "formula": "C3H4NS",
  "method": "the ωB97M-V functional and the def2-TZVPD basis",
  "elements": ["C", "C", "C", "N", "S", "H", "H", "H", "H"],
  "xyz": [[1.12, -0.33, -0.07], [-0.95, -1.18, 0.00], [-0.12, 1.22, -0.10], [0.41, -1.34, -0.04], [-1.59, 0.38, -0.11], [2.22, -0.25, 0.20], [-1.54, -2.00, -0.02], [0.25, 1.47, 0.89], [0.21, 2.03, -0.74]],
  "nbo_charge": [0.3199, 0.0149, -0.7184, -0.4380, 0.7085, 0.2693, 0.2515, 0.2861, 0.3062],
  "e_homo_ev": -15.636,
  "total_energy_ev": -15490.67239,
  "lumo_ev": -6.9607,
  "charge": 1,
  "e_above_lowest_kcal_mol": 47.6,
  "mol_weight_g_mol": 86.139,
  "gap_ev": 8.676
}

---

Record 5
{
  "formula": "C5H10N2O2",
  "method": "the ωB97M-V functional and the def2-TZVPD basis",
  "elements": ["C", "C", "N", "C", "C", "C", "N", "O", "O", "H", "H", "H", "H", "H", "H", "H", "H", "H", "H"],
  "xyz": [[-0.29, -1.24, -2.03], [0.85, -0.42, 1.65], [0.19, 1.06, -0.22], [-1.15, 1.72, 0.23], [0.22, -1.32, -0.62], [0.42, -0.29, 0.21], [-0.59, 2.71, 0.93], [0.52, -2.62, -0.30], [-2.24, 1.42, -0.19], [0.86, -2.68, 0.60], [0.28, 1.15, -1.22], [0.50, 2.18, 0.61], [-1.19, 3.38, 1.38], [0.53, -1.25, -2.74], [-0.91, -2.11, -2.22], [-0.91, -0.36, -2.19], [0.47, -1.31, 2.13], [0.50, 0.42, 2.25], [1.94, -0.42, 1.74]],
  "nbo_charge": [-0.6740, -0.6594, -0.7119, 0.7699, 0.3255, 0.0229, -0.9107, -0.6793, -0.6055, 0.4808, 0.4004, 0.4802, 0.4001, 0.2217, 0.2404, 0.2307, 0.2116, 0.2366, 0.2200],
  "e_homo_ev": -8.328,
  "smiles": "C/C(O)=C(/C)NC(N)=O",
  "total_energy_ev": -12420.77752,
  "lumo_ev": 0.7018,
  "charge": 0,
  "e_above_lowest_kcal_mol": 62.1,
  "mol_weight_g_mol": 130.147,
  "gap_ev": 9.030
}